one.
{"formula": "C6H14N3", "method": "ωB97M-V/def2-TZVPD", "homo_energy_ev": -12.90, "multiplicity": 1, "lumo_ev": -3.87, "charge": 1, "symbols": ["C", "C", "C", "C", "C", "C", "N", "N", "N", "H", "H", "H", "H", "H", "H", "H", "H", "H", "H", "H", "H", "H", "H"], "xyz": [[0.19916, -2.17168, -0.43170], [-1.98502, 0.79683, -2.42610], [0.65025, -2.68494, 0.68146], [-1.73216, 0.81565, -1.14998], [0.91450, -1.91888, 1.96103], [0.12719, 2.01408, -0.46659], [0.29663, 3.21270, -0.94425], [0.97064, 1.40617, 0.22951], [0.34278, -0.53570, 1.92128], [-0.20674, -2.72064, -1.37079], [-0.00937, -1.13413, -0.46689], [-2.70729, -0.02130, -2.56202], [-1.45425, 1.08554, -3.36941], [0.69876, -3.77367, 0.70833], [-2.30194, 0.80970, -0.29552], [2.03768, -1.59616, 2.06401], [0.62407, -2.50845, 2.82026], [-0.39077, 3.57080, -1.69539], [1.18149, 3.80211, -0.77750], [1.95074, 1.57545, 0.30367], [0.83218, 0.51516, 0.66986], [-0.66275, -0.41762, 1.75570], [0.62421, -0.12102, 2.84103]], "lowdin_charge": [-0.016, -0.003, -0.174, 0.089, -0.230, -0.259, 0.113, 0.158, -0.059, 0.106, -0.013, 0.095, 0.107, 0.104, 0.041, 0.150, 0.103, 0.160, 0.168, 0.136, 0.016, 0.093, 0.116]}

=====

two.
{"formula": "C6H14N3", "method": "ωB97M-V/def2-TZVPD", "homo_energy_ev": -12.63, "multiplicity": 1, "lumo_ev": -2.90, "charge": 1, "symbols": ["C", "C", "C", "C", "H", "H", "H", "H", "H", "H", "C", "N", "N", "N", "C", "H", "H", "H", "H", "H", "H", "H", "H"], "xyz": [[-2.34481, 1.08361, -0.30012], [-1.90100, 1.63684, 0.68896], [-2.87903, 0.41834, -1.48956], [-1.36766, 2.30234, 1.87868], [-3.26755, 1.16386, -2.20362], [-3.70021, -0.26334, -1.21103], [-2.08890, -0.16794, -1.98814], [-1.43818, 3.39761, 1.76909], [-1.93707, 2.00096, 2.77398], [-0.30892, 2.03108, 2.02729], [1.77804, -0.49646, -0.51844], [2.96635, -1.06429, -0.73506], [0.87451, -1.11960, 0.22969], [1.50467, 0.69770, -1.05680], [1.09003, -2.42131, 0.85336], [3.17847, -1.97715, -0.32492], [3.66475, -0.58740, -1.31069], [-0.02570, -0.65597, 0.37528], [0.59495, 1.13597, -0.89294], [2.20492, 1.17236, -1.63203], [0.17815, -2.69341, 1.41107], [1.93814, -2.39313, 1.55801], [1.28608, -3.20067, 0.09787]], "lowdin_charge": [-0.118, -0.118, -0.107, -0.107, 0.089, 0.088, 0.071, 0.089, 0.088, 0.071, -0.446, 0.209, 0.043, 0.206, -0.044, 0.126, 0.146, 0.143, 0.120, 0.142, 0.109, 0.102, 0.102]}

=====

Relative to the most stable structure, the computed energies are one 0.1730; two 0.0000, all in hartree.

=====

one.
{"formula": "C4H5NOS", "method": "ωB97M-V/def2-TZVPD", "homo_energy_ev": -8.99, "multiplicity": 1, "lumo_ev": -0.90, "symbols": ["O", "C", "C", "S", "N", "C", "C", "H", "H", "H", "H", "H"], "xyz": [[-1.37127, -1.84548, -0.21413], [-0.46998, -1.04429, 0.17656], [-0.05464, -1.24488, 1.70041], [1.05368, -0.49137, 2.57516], [0.14110, -0.12333, -0.49211], [0.63899, 1.25008, -0.28688], [-0.24283, 0.75361, -1.52777], [-0.66907, -1.98711, 2.12940], [0.21211, 1.83082, 0.46886], [1.81605, 1.32048, -0.50678], [0.25149, 0.41104, -2.44230], [-1.30563, 1.17043, -1.58043]], "lowdin_charge": [0.014, -0.494, -0.547, 0.726, -0.089, -0.045, -0.063, 0.027, 0.070, 0.152, 0.111, 0.138]}

=====

two.
{"formula": "C4H5NOS", "method": "ωB97M-V/def2-TZVPD", "homo_energy_ev": -7.95, "multiplicity": 1, "lumo_ev": 0.07, "symbols": ["C", "C", "C", "C", "N", "O", "S", "H", "H", "H", "H", "H"], "xyz": [[-2.43211, -2.70674, -1.02588], [-0.08250, -2.65888, -0.74242], [0.39892, -0.40833, 0.13587], [0.78900, 2.09451, 0.99352], [0.05630, -1.54948, -0.14298], [-1.23068, -3.17215, -1.27965], [0.52966, 0.38183, 1.59910], [-3.10145, -3.33173, -1.66097], [0.75573, -3.32559, -0.91135], [-0.17743, 2.54391, 0.78666], [1.40088, 2.07261, 0.09785], [1.29043, 2.64892, 1.78207]], "lowdin_charge": [0.071, -0.200, -0.454, -0.383, -0.004, -0.122, 0.858, 0.010, 0.134, 0.031, 0.032, 0.026]}

=====

Relative to the most stable structure, the computed energies are one 0.0000; two 0.1055, all in hartree.

=====

one.
{"formula": "C4H5NOS", "method": "ωB97M-V/def2-TZVPD", "homo_energy_ev": -8.84, "multiplicity": 1, "lumo_ev": 0.71, "symbols": ["H", "N", "C", "C", "C", "S", "O", "C", "H", "H", "H", "H"], "xyz": [[-1.97307, 1.37351, 0.88339], [-1.03824, 1.47733, 0.75381], [-0.33359, 0.59286, 0.29197], [1.29391, 0.97683, -0.16842], [2.38277, 0.76119, -0.57687], [3.99409, 0.97115, -1.01748], [-0.44517, -0.68699, 0.01443], [-1.68638, -1.22175, 0.41097], [3.90029, -0.19143, -1.84467], [-1.97486, -0.87771, 1.40463], [-1.56137, -2.35621, 0.21760], [-2.55838, -0.81878, -0.36936]], "lowdin_charge": [0.020, 0.183, -0.448, 0.039, -0.640, 0.732, -0.079, -0.086, -0.068, 0.081, 0.121, 0.147]}

=====

two.
{"formula": "C4H5NOS", "method": "ωB97M-V/def2-TZVPD", "homo_energy_ev": -9.29, "multiplicity": 1, "lumo_ev": -0.53, "symbols": ["C", "C", "C", "C", "O", "N", "S", "H", "H", "H", "H", "H"], "xyz": [[-1.92975, -0.96873, 1.41665], [-0.98933, -0.37827, 0.79762], [0.06092, 0.08576, -0.06304], [-0.18532, 0.01243, -1.57677], [1.05654, 0.46105, -2.20384], [1.31328, 0.14949, 0.27415], [2.05608, 0.78183, 1.72148], [-2.54713, -1.56386, 2.21355], [-0.57816, -0.97842, -2.00888], [-0.87054, 0.89068, -1.89254], [1.55066, 0.78077, -1.29856], [1.06278, 0.72728, 2.62017]], "lowdin_charge": [0.131, -0.084, -0.402, -0.195, -0.168, -0.348, 0.756, 0.085, 0.146, 0.143, 0.103, -0.165]}

=====

three.
{"formula": "C4H5NOS", "method": "ωB97M-V/def2-TZVPD", "homo_energy_ev": -8.45, "multiplicity": 1, "lumo_ev": 0.77, "symbols": ["C", "C", "C", "C", "N", "O", "S", "H", "H", "H", "H", "H"], "xyz": [[0.29729, 0.38285, 1.09538], [1.60523, -0.94669, -0.04509], [-0.10008, 1.09717, -0.17798], [-1.06534, -0.00400, -0.28091], [-0.83290, -0.60341, 0.84239], [1.58843, -0.23990, 1.00554], [-2.13357, -0.41072, -1.67053], [-0.04678, 0.85077, 1.94768], [2.58690, -1.55093, -0.11450], [-0.32082, 2.15612, -0.07588], [0.66587, 1.01961, -0.99831], [-2.24423, -1.75087, -1.52780]], "lowdin_charge": [-0.305, 0.042, -0.149, -0.722, 0.118, -0.046, 0.773, 0.125, 0.052, 0.116, 0.121, -0.125]}

=====

four.
{"formula": "C4H5NOS", "method": "ωB97M-V/def2-TZVPD", "homo_energy_ev": -8.99, "multiplicity": 1, "lumo_ev": -0.47, "symbols": ["O", "C", "C", "C", "C", "S", "N", "H", "H", "H", "H", "H"], "xyz": [[1.07268, 0.85206, 2.59301], [0.97922, 1.00888, 1.40846], [-0.44733, 0.63630, 0.49407], [-0.11844, 0.54771, -0.88667], [0.86388, -0.27024, -1.26306], [1.62707, -1.21664, 0.09709], [2.12751, 0.50856, 0.68469], [-1.50096, 0.94756, 0.83407], [-0.41025, -0.42944, 0.79750], [-0.52690, 1.24502, -1.51587], [1.25187, -0.24002, -2.26532], [2.86333, 0.30377, 1.40999]], "lowdin_charge": [0.057, -0.420, -0.134, -0.242, -0.365, 0.894, -0.220, 0.141, 0.056, 0.080, 0.066, 0.088]}

=====

Relative to the most stable structure, the computed energies are one 0.0387; two 0.0475; three 0.0730; four 0.0000, all in hartree.

=====

one.
{"formula": "C4H5NOS", "method": "ωB97M-V/def2-TZVPD", "homo_energy_ev": -8.43, "multiplicity": 1, "lumo_ev": 0.13, "symbols": ["H", "N", "C", "C", "C", "C", "S", "O", "H", "H", "H", "H"], "xyz": [[1.15162, 0.90404, 2.94039], [0.68148, 1.38949, 2.11639], [0.30954, 0.65511, 1.22575], [-0.62295, 0.89368, 0.15932], [-0.76281, 0.16078, -0.96017], [0.02686, -1.00242, -1.37262], [1.59054, -1.14876, -0.36668], [0.81573, -0.98912, 1.09533], [-1.41697, 1.80671, 0.25879], [-1.55911, 0.36572, -1.69135], [-0.61059, -1.79630, -0.97918], [0.39667, -1.23894, -2.42597]], "lowdin_charge": [0.123, 0.177, -0.359, -0.088, -0.170, -0.438, 0.846, -0.563, 0.168, 0.116, 0.083, 0.105]}

=====

two.
{"formula": "C4H5NOS", "method": "ωB97M-V/def2-TZVPD", "homo_energy_ev": -9.29, "multiplicity": 1, "lumo_ev": -1.44, "symbols": ["O", "C", "C", "S", "N", "C", "C", "H", "H", "H", "H", "H"], "xyz": [[-0.85305, 1.96802, 0.04482], [-0.27349, 0.88446, -0.04821], [1.19200, 0.81540, 0.10454], [2.04955, -0.55132, -0.04780], [-0.97154, -0.23290, -0.42680], [-0.97892, -1.44539, 0.23539], [-2.22408, -0.63723, 0.03745], [1.65132, 1.75994, 0.37453], [-0.64182, -1.48658, 1.27586], [-0.82330, -2.33511, -0.36951], [-3.01748, -0.80636, -0.73450], [-2.62948, -0.12800, 0.87240]], "lowdin_charge": [0.077, -0.524, -0.523, 0.773, -0.071, -0.160, -0.094, 0.063, 0.119, 0.110, 0.129, 0.100]}

=====

three.
{"formula": "C4H5NOS", "method": "ωB97M-V/def2-TZVPD", "homo_energy_ev": -8.64, "multiplicity": 1, "lumo_ev": 0.75, "symbols": ["S", "C", "C", "C", "N", "O", "C", "H", "H", "H", "H", "H"], "xyz": [[1.94547, -0.45884, -0.05313], [0.72506, 0.87658, -0.14547], [-0.66094, 1.01514, -0.62286], [-1.28431, -0.28608, -1.03020], [-1.55099, -1.03893, -0.10598], [-1.13225, -0.42400, 1.06428], [-0.48714, 0.86501, 0.83690], [0.71236, -1.28600, 0.29133], [1.38008, 1.72828, -0.20767], [-0.89136, 1.97276, -1.02943], [-1.52297, -0.55218, -2.10187], [-0.64679, 1.31914, 1.89514]], "lowdin_charge": [0.698, -0.591, -0.208, -0.142, 0.064, -0.147, -0.202, -0.021, 0.074, 0.135, 0.149, 0.190]}

=====

Relative to the most stable structure, the computed energies are one 0.0310; two 0.0000; three 0.0834, all in hartree.